The following is a DFT calculation (wB97M-V/def2-TZVPD) of a structure of composition C75H52AsN4O5PPb.

Geometry as XYZ:
```
139
Properties=species:S:1:pos:R:3:forces:R:3
Pb -0.00319 -0.07776 -0.31124 -0.377 -0.205 0.335
As -2.64137 3.19871 6.79610 -0.031 0.033 -0.037
P -1.11157 1.59664 2.67680 0.093 0.115 -0.046
O -1.47912 -2.34695 0.02880 0.155 -0.058 -0.064
O 2.29314 -4.60621 1.73292 0.079 -0.025 0.051
O 0.03804 -6.52659 1.69509 0.005 -0.227 0.078
O 1.21596 -1.98250 0.99673 -0.068 -0.073 -0.121
O -2.38111 -5.02850 0.93193 -0.068 -0.057 -0.019
N 1.89364 -0.69645 -1.56404 0.022 0.359 -0.287
N -0.94275 2.23206 -1.13719 0.147 0.200 -0.218
N -0.73857 -0.23401 -2.65318 0.031 0.087 -0.064
N 1.73299 1.73524 0.08017 0.114 0.037 -0.339
C -0.36272 0.92204 10.29206 -0.003 0.003 -0.019
C -2.21572 -2.19800 3.94489 -0.027 -0.007 -0.010
C -1.05531 6.78817 5.30843 0.008 -0.023 0.004
C 1.60907 3.09320 0.25321 0.026 -0.067 0.076
C -3.25623 -2.47832 3.06660 0.057 -0.005 -0.018
C -1.92239 -0.02322 2.93569 -0.039 -0.038 0.054
C -1.65378 2.26243 8.20399 0.033 -0.018 0.019
C -1.99103 4.17386 -0.54255 0.026 -0.006 0.040
C -0.38180 -1.22807 -3.47682 -0.007 -0.081 0.077
C -2.76410 1.12639 -2.34784 -0.053 0.032 0.014
C 6.39688 -0.55900 2.59579 -0.032 -0.029 0.016
C -2.22516 2.18600 -1.56314 0.043 -0.035 0.034
C -2.25776 2.14035 9.45184 0.039 -0.023 0.019
C 5.55290 0.11566 1.72666 0.048 -0.036 -0.095
C 1.41153 -4.22217 -4.09429 -0.013 -0.013 -0.014
C 2.35187 2.25165 4.83678 -0.026 -0.021 -0.030
C 3.51303 0.06229 0.15017 0.108 0.037 -0.192
C -1.51534 -1.61056 -4.30473 0.015 -0.013 0.032
C 3.96405 -1.66773 -1.62286 -0.056 0.000 0.036
C -1.42745 4.70833 6.49622 0.021 0.051 0.028
C -5.06060 0.18312 -2.11450 -0.004 -0.006 0.009
C -6.42491 0.19607 -2.37388 0.040 0.004 -0.001
C 4.34652 -1.91634 1.33628 0.008 -0.015 0.033
C 1.33184 0.32269 3.12343 -0.032 0.086 0.054
C -0.78940 -3.24088 0.58147 -0.021 0.112 0.033
C -0.01242 -5.34551 1.40541 0.016 0.226 -0.048
C 3.74906 2.57466 0.73264 0.005 -0.096 -0.021
C -4.78907 2.16155 -3.44325 -0.026 0.000 -0.006
C -0.27784 4.95486 7.24222 0.013 0.059 -0.047
C -2.05501 0.06719 -2.90090 0.060 -0.011 -0.037
C 4.52652 -0.55368 1.04619 0.030 0.043 -0.013
C 3.29025 -2.11130 -2.70112 -0.057 -0.031 0.019
C -1.55776 -0.97789 3.88673 0.000 -0.013 -0.079
C 1.95088 -1.52945 -2.64309 0.023 -0.150 0.222
C -1.80963 5.64591 5.53440 0.031 0.020 0.017
C 0.73097 7.93442 1.36279 -0.015 -0.010 -0.031
C 1.26998 -3.67144 -6.80706 0.001 0.011 0.034
C 0.25136 1.03739 9.05056 -0.012 0.006 0.012
C 0.51700 1.39822 3.50049 0.071 -0.072 -0.080
C -1.23652 -4.59343 0.96153 0.032 0.042 -0.015
C -2.14174 2.01928 5.29130 0.013 -0.003 -0.006
C -2.97314 -0.31384 2.06650 -0.037 0.000 -0.058
C -6.15266 2.17483 -3.70429 0.033 -0.018 0.008
C 0.43445 7.64187 0.03654 0.008 -0.021 0.005
C 0.08723 7.02416 6.06218 0.010 0.001 -0.013
C -4.22758 1.16876 -2.64342 0.063 -0.002 0.011
C 3.08204 -0.73734 -0.92024 0.088 -0.052 0.063
C 0.90207 -1.83942 -3.50361 -0.011 0.022 -0.054
C -0.38905 1.70270 8.01467 -0.009 -0.010 0.023
C 0.45979 3.85011 0.06660 -0.032 0.073 -0.036
C 2.99574 1.39058 0.34520 -0.122 -0.040 0.171
C 1.12411 -4.36931 1.42567 -0.087 0.062 -0.017
C 0.57608 -3.08038 1.01646 -0.013 -0.059 -0.016
C 6.22877 -1.91887 2.83764 -0.001 0.056 -0.001
C 3.14329 1.17330 4.46505 -0.025 0.023 -0.015
C -1.61829 1.47571 10.49271 -0.002 0.009 -0.022
C 0.52750 5.27160 0.51719 -0.014 -0.073 0.004
C 1.05879 -2.66172 -5.87772 0.018 -0.008 -0.007
C 0.81254 5.57685 1.84784 0.037 0.029 0.028
C -2.55133 -0.82275 -3.93486 -0.007 0.014 0.049
C -2.91493 3.39061 -1.17224 -0.029 -0.042 0.029
C 1.55652 -4.96237 -6.38159 -0.006 0.013 0.009
C 2.62885 0.20997 3.60497 -0.013 -0.051 0.067
C 0.47305 6.10585 7.02721 -0.009 -0.036 0.006
C 1.05151 2.36448 4.35513 -0.026 0.031 0.068
C 0.33584 6.32203 -0.38129 -0.025 0.000 0.017
C 5.18894 -2.58872 2.21086 -0.019 -0.008 0.013
C -0.75990 3.42282 -0.52649 -0.087 -0.077 0.036
C 1.62597 -5.23355 -5.02147 -0.010 0.030 0.015
C 0.92049 6.89750 2.26577 -0.025 -0.037 0.009
C -3.64121 -1.52809 2.13477 0.058 0.018 -0.054
C -2.01559 2.65344 3.91239 -0.028 -0.130 0.097
C 1.12843 -2.91994 -4.50810 -0.008 0.032 0.025
C -6.97543 1.19295 -3.16796 0.015 0.002 0.006
C 2.89662 3.62269 0.65681 -0.051 0.001 0.054
H 3.65602 -2.76124 -3.48022 -0.013 0.004 0.001
H -2.70853 5.48338 4.94976 -0.011 -0.005 0.008
H -3.22998 0.39905 1.28572 0.023 -0.025 0.033
H 0.28960 8.44463 -0.67767 0.003 -0.018 0.016
H -4.40198 -1.76925 1.40300 0.001 0.025 0.032
H 0.45751 3.22160 4.65914 0.022 -0.008 0.001
H 0.04079 4.25037 7.99923 -0.003 -0.001 0.006
H 6.88028 -2.43806 3.53165 -0.006 0.020 -0.007
H 1.83795 -6.23804 -4.67549 -0.004 0.011 -0.006
H -4.62194 -0.59658 -1.50036 -0.018 0.034 -0.022
H 1.44833 -4.43715 -3.03258 0.004 0.006 -0.013
H -1.89114 -2.95035 4.65455 0.001 0.023 -0.022
H -2.99578 2.85112 3.47236 -0.025 0.018 0.002
H -2.91366 1.24985 5.27283 -0.011 -0.043 -0.008
H 3.23727 -0.63200 3.28693 -0.129 0.117 0.121
H 0.97433 -0.44060 2.43702 0.022 -0.008 0.116
H -1.52133 -2.39259 -5.04753 0.014 0.021 0.004
H -3.71609 -3.45818 3.05766 0.013 0.013 0.020
H -6.57201 2.95124 -4.33285 -0.005 0.004 -0.003
H 1.15247 7.11137 3.30207 -0.013 -0.010 -0.011
H 1.72030 -5.75256 -7.10525 -0.002 0.015 0.012
H -2.14834 5.15138 -0.11045 0.002 -0.037 -0.014
H -2.10605 1.38470 11.45598 0.007 0.001 -0.010
H 3.47124 -2.43521 0.96347 0.039 0.005 -0.039
H -7.05676 -0.57621 -1.95259 0.001 0.002 -0.003
H 0.11329 1.78431 7.05683 -0.006 -0.002 0.008
H 1.22985 0.60349 8.88184 -0.024 0.010 0.006
H 0.67517 7.91944 5.89453 -0.008 -0.030 -0.003
H 4.16130 1.08797 4.82903 -0.028 -0.002 -0.014
H -8.03964 1.20349 -3.37018 -0.001 -0.001 -0.001
H 0.96313 4.76386 2.55128 0.003 0.034 -0.035
H -4.14248 2.92089 -3.86650 -0.009 -0.002 0.007
H 5.70042 1.17568 1.60183 0.055 -0.039 -0.069
H -1.35647 7.48983 4.53978 0.001 -0.016 0.016
H 4.80579 2.63306 0.92666 -0.056 0.033 0.034
H 2.74417 3.01731 5.49766 -0.008 -0.001 -0.002
H 3.13087 4.66408 0.81867 -0.002 -0.034 -0.019
H 0.11655 6.08750 -1.41640 0.003 0.011 0.025
H 0.84255 -1.65237 -6.20860 0.000 -0.014 0.006
H -1.21496 1.51856 5.56158 0.039 0.015 -0.025
H -3.55437 -0.82631 -4.33482 0.041 0.009 0.007
H 1.36627 6.27966 7.61652 -0.023 -0.004 -0.015
H -1.49295 3.61143 3.93324 0.027 0.011 0.003
H -3.24277 2.56400 9.61048 -0.009 0.006 0.000
H 7.18442 -0.00937 3.10007 -0.004 -0.011 -0.004
H 0.81483 8.96456 1.68967 0.001 -0.011 -0.011
H 4.97882 -3.62968 2.42757 -0.005 0.022 -0.038
H 1.21520 -3.44715 -7.86624 0.001 -0.005 0.010
H 0.13549 0.39572 11.09762 -0.009 0.011 -0.018
H 4.98776 -1.87105 -1.34944 -0.038 -0.006 -0.004
H -3.95572 3.61894 -1.34728 0.044 -0.004 0.006
H -0.72711 -0.78806 4.55491 0.026 0.014 0.009
```
Forces are in eV/Å.

Calculated values
Relative energy (zero: lowest compared OMol25 entry of this formula, charge and spin) ... 0.00 kJ/mol
HOMO level ... -1.368 eV
Charge ... -2
Gap between HOMO and LUMO ... 0.170 hartree
Spin multiplicity ... 1